21
Properties=species:S:1:pos:R:3 method="wB97M-V/def2-TZVPD" de_lowest_kcal_mol=31.86 total_charge=0 smiles="CNC=O.NCCN" total_energy_ha=-399.69651 orbital_gap_ev=10.0
O -0.962 -0.082 2.737
N -2.210 1.330 1.373
N 2.447 -0.485 -2.485
N -0.180 -1.525 -0.062
C -1.926 0.152 2.030
C 1.572 -0.378 -1.327
C -1.237 2.414 1.266
C 0.851 -1.694 -1.095
H 2.052 -0.020 -0.413
H -0.640 2.308 0.296
H -1.697 3.413 1.298
H -0.635 2.331 2.105
H -3.095 1.322 0.841
H 1.613 -2.525 -0.853
H -2.781 -0.548 1.981
H 3.012 0.352 -2.579
H -0.769 -2.375 -0.020
H 0.806 0.403 -1.543
H 0.247 -1.299 0.846
H 0.344 -1.930 -2.035
H 3.190 -1.164 -2.361

---

22
Properties=species:S:1:pos:R:3 method="wB97M-V/def2-TZVPD" de_lowest_kcal_mol=79.64 total_charge=-1 total_energy_ha=-529.32535 orbital_gap_ev=8.0
O -0.918 -1.589 0.433
N -2.385 1.566 -3.114
N -1.858 0.668 -3.916
N -1.996 1.352 -1.867
N -1.087 -0.159 -3.226
C -1.181 0.317 -1.945
C 0.091 -0.705 -0.138
C 1.267 -1.232 -0.843
C -2.267 -1.039 0.499
C 0.152 0.616 0.716
C 0.897 1.690 -0.101
H 0.606 1.722 -1.087
H 0.720 2.682 0.310
H -2.454 -0.173 1.256
H 0.420 0.246 1.775
H -0.945 0.919 0.823
H 0.923 -2.113 -1.324
H -2.730 -1.987 0.935
H 1.894 1.555 0.097
H 2.006 -1.494 -0.174
H -2.363 -0.779 -0.533
H 1.543 -0.450 -1.416

---

46
Properties=species:S:1:pos:R:3 method="wB97M-V/def2-TZVPD" s2=0.758 total_charge=-6 total_energy_ha=-9229.62765 orbital_gap_ev=1.5 spin_multiplicity=2
Sr 2.043 -0.198 2.616
Sr -0.088 2.899 -1.450
Cu 1.624 -4.276 2.865
Ca -0.196 -0.413 -0.180
Ca -2.601 1.931 0.938
Ca -1.388 -3.243 -1.676
Cl 0.444 5.767 -3.206
Cl -1.710 -4.948 -4.185
Cl 5.548 -0.516 1.606
P 1.859 -2.159 5.254
P -0.100 -2.941 0.938
P 0.520 2.284 1.267
P -1.386 0.235 -2.501
P -5.169 3.655 0.671
O 0.408 6.797 -4.144
O 0.004 3.517 0.711
O 2.398 -6.190 2.695
O -0.647 -5.221 -3.212
O -2.342 -6.056 -4.680
O -1.876 1.171 -1.069
O 4.653 0.335 2.458
O 1.606 1.600 0.076
O -2.060 0.809 -3.721
O 0.515 -3.155 -0.646
O -0.961 5.542 -2.812
O -6.590 3.774 0.273
O 1.018 2.433 2.666
O -1.529 -2.467 0.433
O 6.512 -1.210 2.357
O 1.600 -0.660 5.021
O 0.066 0.403 -2.415
O -4.866 5.070 1.574
O 6.101 0.303 0.609
O -0.484 1.097 1.347
O 1.502 -2.865 6.436
O 0.920 4.541 -3.849
O -1.700 -1.192 -2.072
O -1.141 -4.196 -5.231
O -4.697 2.392 1.473
O 2.621 -2.970 4.282
O -2.700 -4.184 -3.521
O -4.146 3.591 -0.338
O 0.525 -1.543 1.332
O 4.651 -1.515 0.946
O -0.092 -4.202 2.187
O 1.331 6.174 -2.123

---

10
Properties=species:S:1:pos:R:3 method="wB97M-V/def2-TZVPD" de_lowest_kcal_mol=20.23 total_charge=0 smiles="CO[P@@H](F)=P" total_energy_ha=-898.88032 orbital_gap_ev=9.1
P 1.248 0.476 0.380
P 2.574 1.899 1.100
F 2.074 -0.741 -0.545
O -0.082 0.997 -0.377
C -1.124 0.059 -0.679
H 0.530 -0.694 0.989
H 1.568 2.907 1.203
H -2.030 0.586 -0.905
H -0.991 -0.555 -1.536
H -1.285 -0.674 0.087